DFT (ωB97M-V/def2-TZVPD) results for a molecular structure, C8H10AsCl2O6OsS.

Last column: natural (NBO) charge in e.
CARTESIAN COORDINATES (ANGSTROEM)
1 Os 0.29133 -1.08228 1.32982  1.39
2 As 0.80349 -0.41629 -1.25256  2.41
3 Cl -0.94381 -3.33381 1.89408  0.11
4 Cl -0.29204 -1.45820 4.05619  0.08
5 S -1.65019 0.90528 1.36804  1.81
6 O -0.14740 0.93837 1.71410  -0.86
7 O -1.58990 0.73142 -0.28810  -0.74
8 O 1.65174 -0.13669 0.20607  -0.96
9 O 1.88921 -0.87457 -2.50365  -0.98
10 O -1.95853 -0.53002 1.64143  -0.95
11 O -0.09536 -1.66682 -0.47433  -0.93
12 C 0.01392 1.14613 -1.93201  -0.54
13 C -1.08017 -2.99656 3.64895  -0.37
14 C -1.08400 3.58456 -2.54089  -0.13
15 C -1.63203 2.85297 -1.49300  -0.28
16 C -0.02034 3.09908 -3.29153  -0.21
17 C 2.01298 -2.07458 1.87134  -0.78
18 C -1.07322 1.62776 -1.20532  0.40
19 C 0.54146 1.86707 -2.99689  -0.13
20 H 2.55196 -2.43569 0.99490  0.22
21 H -0.58063 -3.79205 4.18751  0.25
22 H 2.65569 -1.35734 2.38424  0.24
23 H 1.76426 -2.90442 2.53016  0.20
24 H 0.37490 3.68581 -4.10842  0.24
25 H 2.34841 -1.71066 -2.33928  0.53
26 H -2.48530 3.21600 -0.93688  0.25
27 H -2.13337 -2.91609 3.88670  0.26
28 H 1.37958 1.48512 -3.56284  0.25
29 H -1.51261 4.54648 -2.78782  0.24

Results
LUMO (spin up / spin down) = -4.53 / -4.52 eV
E = -4406.9507 Ha
Total charge = +1



DFT (ωB97M-V/def2-TZVPD) results for a molecular structure, C8H10BF2N4SZn.

Last column: natural (NBO) charge in e.
CARTESIAN COORDINATES (ANGSTROEM)
1 Zn -0.97173 -1.71792 0.35042  1.22
2 S -3.38681 -0.94733 0.09926  -0.25
3 F -0.96105 -4.46621 1.69508  -0.51
4 F -0.93212 -4.52392 -0.55427  -0.51
5 N 1.10083 -1.02530 0.05570  -0.55
6 N -4.28774 1.47356 0.61382  -0.75
7 N -0.90237 0.61260 0.18245  -0.31
8 N -2.02895 1.33528 0.38016  -0.44
9 C -3.23076 0.69513 0.38461  0.30
10 C 3.28734 -1.61024 -0.68346  -0.22
11 C 0.22136 1.19197 0.02430  0.28
12 C 0.43048 2.67375 0.05323  -0.70
13 C 3.54083 -0.28793 -0.99154  -0.12
14 C 2.04602 -1.93653 -0.15711  0.08
15 C 2.55998 0.66755 -0.75141  -0.21
16 C 1.35083 0.25726 -0.22752  0.14
17 B -0.95345 -3.78378 0.55731  0.60
18 H -0.17548 3.14644 0.82705  0.23
19 H 1.46620 2.91868 0.26976  0.26
20 H 2.74378 1.70633 -0.98555  0.24
21 H 4.02618 -2.38134 -0.84831  0.25
22 H 4.49129 0.00643 -1.41542  0.24
23 H -1.98351 2.33941 0.46678  0.40
24 H 0.16608 3.11883 -0.90965  0.26
25 H 1.79889 -2.95739 0.10911  0.22
26 H -5.19670 1.04115 0.62165  0.44
27 H -4.21942 2.45352 0.83359  0.41

Results
LUMO = -4.16 eV
E = -2931.8905 Ha
Total charge = +1



DFT (ωB97M-V/def2-TZVPD) results for a molecular structure, C8H10Br9Cl2F3O2.

Last column: natural (NBO) charge in e.
CARTESIAN COORDINATES (ANGSTROEM)
1 Br 4.87389 10.33623 15.91257  0.05
2 Br 3.04542 8.25186 14.36918  0.06
3 Br 5.92098 4.99838 7.15003  0.08
4 Br 3.36119 4.82649 13.38011  0.09
5 Br 4.84087 5.32199 10.39338  0.06
6 Br 3.04144 11.49246 13.55178  0.09
7 Br 6.60499 7.58384 5.30490  0.08
8 Br 3.59307 6.42461 5.55528  0.08
9 Br 6.53939 5.31201 13.36248  0.06
10 Cl 4.01745 14.33804 10.02311  -0.01
11 Cl 5.35147 13.75270 12.53478  -0.03
12 F 3.74250 9.24867 10.66103  -0.30
13 F 4.45662 9.21483 8.58318  -0.31
14 F 4.23856 11.12849 9.71100  -0.31
15 O 6.88709 9.01064 9.45587  -0.49
16 O 6.36081 10.05536 11.43320  -0.56
17 C 8.20263 8.53588 9.89914  -0.07
18 C 6.07829 9.65844 10.32296  0.71
19 C 4.80241 5.74850 12.37491  -0.42
20 C 5.50697 13.81381 10.76660  -0.40
21 C 8.12121 7.26984 10.69288  -0.64
22 C 4.10283 9.92522 14.12260  -0.43
23 C 4.58741 9.81078 9.79074  0.91
24 C 5.30176 6.73067 6.50913  -0.45
25 H 9.11792 6.94718 10.98756  0.23
26 H 5.73626 12.81470 10.43415  0.22
27 H 7.51795 7.38521 11.58944  0.22
28 H 7.66000 6.54104 10.02070  0.22
29 H 4.55018 6.80051 12.41504  0.21
30 H 4.92121 9.77569 13.43646  0.22
31 H 8.69192 8.26298 8.96791  0.20
32 H 6.31993 14.49128 10.57676  0.22
33 H 8.75371 9.33380 10.38869  0.20
34 H 5.18255 7.33280 7.39016  0.23

Results
LUMO = -0.77 eV
E = -24847.3767 Ha